(1)
{"formula": "C24H15F3N7PtS", "method": "wB97M-V/def2-TZVPD", "charge": 1, "lumo_ev": [-4.17, -4.80], "s2": 2.008, "e_tot_ha": -2123.77497, "max_force_ev_per_a": 0.60, "spin_multiplicity": 3, "e_homo_ha": [-0.39262, -0.40669], "orbital_gap_ev": [6.517, 6.268], "symbols": ["Pt", "C", "C", "N", "C", "C", "N", "C", "C", "C", "C", "C", "N", "C", "C", "N", "C", "C", "N", "C", "C", "C", "N", "C", "C", "H", "H", "H", "H", "H", "H", "H", "H", "H", "H", "H", "H", "F", "C", "F", "F", "C", "C", "C", "C", "N", "C", "S", "H", "H", "H"], "positions_angstrom": [[-0.14891, 0.13315, 0.20220], [3.16998, 0.25241, -2.92682], [2.07857, -0.14667, -2.16515], [1.67042, 0.58847, -1.14181], [2.32496, 1.71621, -0.85069], [3.41681, 2.08937, -1.61807], [3.83562, 1.36717, -2.65417], [1.83671, 2.48243, 0.33274], [2.38882, 3.67447, 0.76071], [1.90594, 4.29924, 1.90949], [0.86379, 3.66561, 2.58427], [0.33446, 2.48750, 2.09404], [0.82111, 1.92242, 0.98814], [-0.77465, 1.74171, 2.75822], [-1.56017, 2.27131, 3.77098], [-2.53357, 1.57368, 4.34899], [-2.72132, 0.32735, 3.92950], [-1.95828, -0.21690, 2.90432], [-1.00512, 0.49682, 2.32549], [2.48469, 5.58361, 2.40118], [1.88131, 6.30882, 3.42236], [2.45428, 7.49838, 3.84446], [3.57159, 8.00269, 3.32652], [4.15054, 7.30857, 2.34979], [3.65168, 6.11155, 1.85962], [3.50898, -0.33984, -3.76767], [1.53023, -1.05850, -2.36816], [3.97963, 2.98826, -1.40011], [3.19166, 4.11740, 0.19312], [0.47650, 4.07258, 3.50543], [-1.42216, 3.28708, 4.12012], [-3.50365, -0.24932, 4.40853], [-2.10666, -1.23131, 2.54814], [0.96396, 5.98614, 3.89519], [1.98819, 8.07292, 4.63726], [5.06191, 7.72628, 1.93629], [4.19919, 5.61209, 1.07258], [-2.54393, -4.44121, -1.32098], [-3.32693, -3.92718, -0.36938], [-2.87917, -4.37309, 0.81280], [-4.55910, -4.42227, -0.54192], [-3.33606, -2.42125, -0.40720], [-4.52500, -1.72435, -0.47012], [-4.52649, -0.32904, -0.45639], [-3.31886, 0.32062, -0.37183], [-2.16696, -0.35849, -0.31721], [-2.13356, -1.70343, -0.33462], [-0.50491, -2.27366, -0.19434], [-5.45766, -2.26953, -0.52859], [-5.44733, 0.23290, -0.51798], [-3.24705, 1.40027, -0.36107]], "forces_ev_per_a": [[0.18, -0.26, 0.51], [0.09, 0.11, 0.00], [-0.01, -0.06, 0.00], [-0.22, -0.08, -0.19], [-0.02, 0.07, 0.13], [0.12, -0.01, -0.14], [-0.07, 0.00, 0.08], [0.06, -0.06, -0.10], [0.09, 0.09, -0.08], [0.06, 0.12, 0.03], [-0.05, 0.02, 0.15], [-0.09, -0.11, 0.09], [-0.10, 0.03, -0.11], [0.14, 0.04, -0.05], [-0.11, -0.04, 0.13], [0.06, -0.07, -0.07], [0.01, 0.14, 0.10], [0.03, -0.11, 0.01], [-0.08, 0.10, -0.28], [-0.04, -0.14, -0.05], [-0.11, 0.01, 0.04], [0.10, 0.06, -0.03], [-0.06, -0.11, -0.04], [-0.04, 0.07, 0.09], [0.08, -0.04, -0.05], [-0.01, 0.01, 0.02], [0.00, 0.02, 0.00], [0.00, -0.02, -0.03], [-0.02, 0.02, 0.02], [0.03, 0.01, -0.02], [-0.01, -0.02, 0.00], [0.03, 0.02, -0.01], [-0.01, 0.07, -0.02], [0.02, 0.02, -0.02], [0.02, -0.01, -0.02], [-0.03, -0.01, 0.02], [0.00, 0.01, 0.03], [0.06, -0.04, -0.08], [-0.06, 0.07, -0.02], [0.06, -0.04, 0.11], [-0.03, -0.03, -0.02], [-0.05, 0.02, -0.02], [0.00, 0.03, -0.01], [-0.05, -0.06, -0.05], [0.07, 0.03, -0.07], [-0.03, -0.02, -0.01], [-0.04, -0.05, -0.05], [-0.07, 0.21, 0.03], [0.02, 0.01, 0.00], [0.03, -0.02, 0.01], [0.03, 0.00, 0.03]], "mulliken_charge": [0.701, -0.390, -0.193, -0.283, 0.094, -0.090, -0.568, 0.110, -0.130, 0.948, -0.300, 0.260, -0.346, -0.035, -0.258, -0.571, -0.410, -0.265, -0.433, 1.111, -0.570, -0.398, -0.580, -0.395, -0.599, 0.406, 0.434, 0.402, 0.322, 0.370, 0.422, 0.424, 0.564, 0.328, 0.377, 0.377, 0.301, -0.227, 0.663, -0.223, -0.290, -0.119, -0.189, -0.770, -0.240, -0.326, 0.591, -0.414, 0.527, 0.421, 0.458]}



(2)
{"formula": "C24H15N4O2S3Sn", "method": "wB97M-V/def2-TZVPD", "charge": -1, "lumo_ev": 2.05, "e_tot_ha": -2702.10914, "max_force_ev_per_a": 0.48, "spin_multiplicity": 1, "e_homo_ha": -0.16779, "orbital_gap_ev": 6.618, "symbols": ["Sn", "C", "C", "C", "C", "C", "C", "C", "S", "O", "O", "N", "C", "C", "C", "C", "C", "C", "C", "C", "N", "C", "H", "H", "H", "H", "H", "H", "H", "H", "H", "H", "H", "H", "H", "S", "C", "C", "C", "C", "N", "C", "C", "C", "S", "C", "N", "H", "H"], "positions_angstrom": [[-0.90588, -1.50911, 1.56061], [-0.03602, 5.23148, -3.10751], [-0.64684, 3.98842, -2.52126], [0.15373, 2.92382, -2.12544], [-0.40029, 1.76315, -1.60375], [-1.77446, 1.66346, -1.47017], [-2.59172, 2.71414, -1.86356], [-2.02739, 3.86579, -2.38247], [-2.54343, 0.22360, -0.75819], [-3.67085, -0.07258, -1.61200], [-2.82815, 0.53052, 0.62280], [-1.41036, -0.89670, -0.74444], [-1.29480, -1.86303, -1.71495], [-1.85052, -1.84997, -2.98217], [-1.63458, -2.89988, -3.89010], [-0.85098, -3.97373, -3.57853], [-0.23476, -4.01553, -2.30809], [0.62697, -5.06444, -1.92232], [1.22980, -5.03422, -0.70188], [0.95948, -3.95217, 0.15746], [0.14817, -2.97067, -0.15692], [-0.45267, -2.97407, -1.38097], [0.93738, 5.43676, -2.66206], [-0.67302, 6.10132, -2.94654], [0.11076, 5.12460, -4.18484], [1.23109, 3.00131, -2.21330], [0.23207, 0.94220, -1.29422], [-3.66557, 2.62444, -1.76441], [-2.66802, 4.68671, -2.68366], [-2.47858, -1.02402, -3.27481], [-2.10627, -2.83869, -4.86341], [-0.68219, -4.78093, -4.27973], [0.80484, -5.87903, -2.61515], [1.90660, -5.81183, -0.37750], [1.44069, -3.90187, 1.12379], [1.40432, -2.17426, 2.81626], [1.60023, -0.66665, 3.67359], [2.27015, -0.66181, 4.89795], [2.48369, 0.50508, 5.61713], [3.18877, 0.43754, 6.86414], [3.76804, 0.37154, 7.85550], [2.00591, 1.72186, 5.11034], [1.33258, 1.72966, 3.89689], [1.12874, 0.56328, 3.15821], [0.33183, 0.71479, 1.60359], [2.19634, 2.94930, 5.82575], [2.34468, 3.93488, 6.39980], [2.63724, -1.59841, 5.29468], [0.95325, 2.66396, 3.50587]], "forces_ev_per_a": [[0.20, 0.09, -0.13], [0.02, 0.04, 0.00], [0.01, -0.04, 0.01], [0.00, -0.02, 0.01], [0.03, -0.02, -0.02], [0.02, -0.03, 0.01], [-0.07, 0.01, 0.00], [0.01, 0.02, -0.01], [-0.09, 0.16, -0.20], [-0.02, -0.04, 0.06], [0.00, 0.08, 0.05], [-0.19, -0.16, 0.41], [0.15, 0.08, -0.26], [-0.02, 0.03, -0.01], [0.00, -0.01, -0.02], [-0.01, 0.03, 0.04], [0.01, -0.03, -0.09], [0.02, -0.04, 0.00], [-0.01, 0.07, 0.03], [0.01, -0.05, -0.03], [-0.04, -0.14, 0.02], [0.07, 0.05, 0.01], [0.01, 0.00, 0.00], [-0.01, -0.01, 0.00], [0.00, -0.01, 0.00], [0.01, 0.00, -0.01], [0.00, 0.00, 0.02], [0.00, -0.02, 0.01], [-0.01, 0.01, 0.00], [-0.01, 0.00, 0.00], [0.00, -0.01, -0.01], [0.00, 0.00, -0.01], [0.00, 0.00, 0.00], [0.01, -0.01, 0.00], [-0.03, 0.02, 0.05], [-0.08, 0.07, 0.14], [0.02, -0.05, -0.10], [0.01, 0.00, 0.02], [-0.02, -0.03, -0.04], [0.04, 0.08, 0.01], [-0.01, -0.02, 0.02], [0.01, -0.02, 0.01], [0.00, -0.07, -0.07], [0.04, 0.09, 0.01], [-0.08, -0.12, 0.03], [0.01, -0.02, 0.06], [0.00, 0.03, -0.02], [-0.01, -0.01, 0.00], [0.01, 0.01, 0.01]], "mulliken_charge": [0.338, -1.460, 0.940, -0.993, -0.197, 0.539, -0.770, -0.749, 1.350, -0.730, -0.674, -0.177, 0.318, -0.627, -0.855, -0.963, 1.387, -0.543, -0.882, 0.249, -0.065, -0.252, 0.362, 0.371, 0.275, 0.360, 0.425, 0.414, 0.335, 0.481, 0.369, 0.352, 0.394, 0.392, 0.143, -0.587, 0.746, -1.096, 0.522, -0.057, -0.566, 0.392, -1.009, 0.724, -0.334, -0.071, -0.559, 0.510, 0.528]}